1.
Entry from the Open Molecules 2025 dataset: a molecular structure, C28H40F6NO7PPtS2Se (ωB97M-V/def2-TZVPD).

XYZ file:
```
87
Properties=species:S:1:pos:R:3:lowdin_charge:R:1
Pt 1.1811 -1.2782 -2.7480 0.878
C 2.9227 0.1077 4.3759 -0.024
C 1.9131 1.1352 3.8368 -0.548
C 0.5137 0.8229 4.3901 -0.041
C 2.3240 2.5266 4.3181 -0.064
C 1.8844 1.0278 2.3221 -0.100
C 1.4547 -0.1820 1.7357 -0.051
C 1.4333 -0.3358 0.3880 -0.333
Se 0.7865 -1.9859 -0.3551 1.204
C -1.0548 -1.4269 -0.4188 -0.377
C -1.7821 -1.3689 0.7601 -0.062
C -3.1107 -0.9895 0.7295 -0.175
C -3.6477 -0.6828 -0.5244 0.010
C -2.9521 -0.7202 -1.7231 -0.077
C -1.5942 -1.1364 -1.6794 -0.367
O -0.8735 -1.2590 -2.7744 -0.288
C -3.7070 -0.3714 -3.0168 -0.529
C -2.8124 -0.0552 -4.2229 -0.055
C -4.5896 0.8679 -2.7922 -0.061
C -4.6021 -1.5649 -3.3806 -0.042
C -3.9827 -0.8908 1.9787 -0.558
C -4.4903 0.5492 2.1369 -0.048
C -5.1819 -1.8395 1.8485 -0.048
C -3.2106 -1.2655 3.2439 -0.066
C 1.8650 0.7249 -0.4871 -0.312
O 1.8729 0.6015 -1.7392 -0.121
C 2.2996 1.9810 0.1108 -0.039
C 2.2890 2.0747 1.4816 0.050
C 2.7533 3.1260 -0.7846 -0.530
C 1.6159 3.5357 -1.7371 -0.029
C 3.9891 2.6927 -1.5924 -0.022
C 3.1388 4.3588 0.0377 -0.070
H 2.9474 0.1629 5.4664 0.088
H 3.9242 0.3086 3.9935 0.099
H 2.6706 -0.9101 4.0847 0.081
H 0.5239 0.9096 5.4781 0.087
H 0.1956 -0.1893 4.1420 0.073
H -0.2286 1.5207 3.9968 0.091
H 2.3194 2.5425 5.4089 0.085
H 1.6342 3.2981 3.9696 0.089
H 3.3316 2.7851 3.9893 0.088
H 1.1694 -1.0138 2.3633 0.109
H -1.2928 -1.6287 1.6901 0.094
H -4.6905 -0.3943 -0.5614 0.097
H -2.0955 0.7357 -4.0015 0.092
H -3.4530 0.2840 -5.0415 0.081
H -2.2465 -0.9176 -4.5603 0.081
H -3.9832 1.7201 -2.4805 0.091
H -5.3672 0.7109 -2.0446 0.066
H -5.0876 1.1295 -3.7279 0.080
H -3.9963 -2.4545 -3.5594 0.092
H -5.1687 -1.3490 -4.2899 0.082
H -5.3089 -1.7895 -2.5788 0.078
H -5.0791 0.8621 1.2739 0.076
H -3.6523 1.2414 2.2380 0.087
H -5.1203 0.6363 3.0259 0.081
H -5.7919 -1.5948 0.9783 0.076
H -5.8178 -1.7743 2.7349 0.081
H -4.8443 -2.8716 1.7409 0.090
H -2.3599 -0.6003 3.4053 0.071
H -2.8417 -2.2918 3.2006 0.089
H -3.8681 -1.1828 4.1116 0.084
H 2.6101 2.9963 1.9380 0.088
H 1.3509 2.7344 -2.4211 0.081
H 1.9372 4.3962 -2.3271 0.087
H 0.7267 3.8261 -1.1729 0.092
H 3.7646 1.8662 -2.2617 0.078
H 4.7987 2.3900 -0.9257 0.096
H 4.3371 3.5362 -2.1919 0.088
H 2.3016 4.7327 0.6309 0.087
H 3.4423 5.1527 -0.6457 0.085
H 3.9798 4.1589 0.7044 0.088
F 3.6826 -2.2588 -0.4685 -0.239
P 4.3478 -3.1091 0.7656 0.145
F 3.3134 -2.3651 1.7935 -0.190
F 5.3439 -3.8386 -0.2610 -0.150
F 5.4126 -1.9157 0.9969 -0.164
F 4.9668 -3.9316 2.0057 -0.160
F 3.2335 -4.2629 0.5311 -0.183
O 3.1565 -4.7476 -2.9791 0.099
N 2.1160 -5.1479 -2.5854 -0.177
O 1.0986 -4.6262 -2.2623 0.040
O 1.1995 -2.3740 -5.5291 -0.403
S 2.0782 -1.2293 -5.6479 0.125
O 3.0605 -1.2738 -6.6932 -0.360
O 1.4568 0.0544 -5.3931 -0.403
S 3.2169 -1.4283 -3.7650 0.486
```

The calculation puts the lowest unoccupied orbital energy (alpha / beta) at 2.0 / -0.6 eV. Its expectation value of S² is 8.80. As for the spin multiplicity: 6. Its total energy is -161368.7010 eV. Its net charge is -1. For the molar mass, the calculation gives 985.8 g/mol. The calculation puts the HOMO energy (alpha / beta) at -5.751 / -5.836 eV. For the energy above the lowest of the compared OMol25 structures with the same formula, charge and spin, the calculation gives 41.1 kJ/mol.

2.
Entry from the Open Molecules 2025 dataset: 2 unconnected molecules or ions with the total composition C13H21B2N3O5P at a distorted geometry (ωB97M-V/def2-TZVPD).

XYZ file:
```
45
Properties=species:S:1:pos:R:3:nbo_charge:R:1
C 2.8220 0.6672 1.2876 -0.272
O 1.7127 0.1317 0.5375 -0.750
B 0.4839 0.2964 1.2328 1.218
O 0.1708 -0.6547 2.2085 -0.912
C -0.4177 1.5821 0.8530 -0.221
C 0.2837 2.8885 0.8207 -0.193
C -0.4712 4.0821 0.4934 0.079
N -1.8032 3.9960 0.1883 -0.452
C -2.5271 2.8220 0.1947 -0.049
P -4.3538 3.0063 -0.2656 1.285
O -4.6544 2.3203 -1.7431 -0.921
O -5.3466 2.3862 0.9372 -0.962
C -1.8787 1.5469 0.5422 -0.373
B -2.7336 0.1846 0.5926 1.167
O -2.7064 -0.5573 1.8055 -0.886
N -3.5764 -0.3330 -0.5083 -0.800
C -2.9078 -1.4346 -1.2646 -0.424
C -4.7894 -0.9313 0.1672 -0.424
H 3.0784 1.7141 0.9546 0.172
H 2.6561 0.6542 2.4005 0.192
H 3.7447 0.0425 1.1157 0.222
H -0.0412 -1.5057 1.7745 0.523
H 1.3639 2.9942 1.0545 0.262
H 0.0328 5.0718 0.4965 0.257
H -2.2925 4.8735 -0.0331 0.456
H -4.5450 1.3404 -1.6928 0.520
H -5.2907 2.9992 1.6990 0.515
H -2.8654 0.1232 2.4935 0.503
H -1.7972 -1.5000 -1.1061 0.196
H -3.3431 -2.4506 -1.0472 0.219
H -3.0621 -1.2842 -2.3735 0.218
H -4.5817 -1.9227 0.6419 0.206
H -5.6320 -1.0637 -0.5575 0.216
H -5.1250 -0.2082 0.9593 0.213
N 6.9033 -3.3735 -1.9395 -0.403
C 6.5214 -2.0936 -1.9875 0.036
C 5.3124 -1.6304 -1.4917 -0.270
C 4.4471 -2.5468 -0.9161 -0.178
C 4.8192 -3.8799 -0.8563 -0.262
C 6.0524 -4.2386 -1.3782 0.039
H 7.2310 -1.4159 -2.4501 0.197
H 5.0558 -0.5806 -1.5556 0.213
H 3.4909 -2.2249 -0.5177 0.209
H 4.1691 -4.6240 -0.4148 0.220
H 6.3905 -5.2690 -1.3520 0.199
```

The calculation puts the lowest unoccupied orbital energy at -5.0 eV. As for the spin multiplicity: 1. Its total energy is -39166.5940 eV. Its net charge is +1. For the molar mass, the calculation gives 351.9 g/mol. The calculation puts the HOMO energy at -11.363 eV.

3.
Entry from the Open Molecules 2025 dataset: a molecular structure, C32H29IIrN3O at a distorted geometry (ωB97M-V/def2-TZVPD).

XYZ file:
```
67
Properties=species:S:1:pos:R:3:nbo_charge:R:1
Ir -0.1402 0.0953 -0.1786 0.910
I -0.3654 2.5005 1.4519 0.291
C -1.4180 3.5033 -0.0531 -0.139
C -1.9821 4.7041 0.2393 -0.225
C -2.6750 5.3944 -0.7783 -0.205
C -2.7584 4.8561 -2.0268 -0.153
C -2.1509 3.6140 -2.3394 -0.058
C -2.1926 3.0873 -3.6488 -0.187
C -1.5291 1.9382 -3.9543 -0.197
C -0.7979 1.2533 -2.9599 -0.305
C -0.8169 1.6685 -1.6623 -0.054
C -1.4537 2.8904 -1.3228 -0.116
H -1.9084 5.1301 1.2310 0.233
H -3.1209 6.3551 -0.5571 0.233
H -3.2834 5.3821 -2.8159 0.226
H -2.7345 3.6307 -4.4140 0.226
H -1.5408 1.5471 -4.9649 0.227
H -0.2150 0.3857 -3.2492 0.226
O -0.8364 -0.6850 1.9301 -0.737
C -0.0411 -0.8538 3.1084 -0.100
C 1.4146 -0.6269 2.7998 0.197
C 2.3770 -0.9097 3.7573 -0.242
C 3.7010 -0.6227 3.4794 -0.123
C 4.0164 -0.0553 2.2502 -0.242
C 2.9984 0.1696 1.3443 0.060
N 1.7128 -0.1239 1.6099 -0.490
H -1.6782 -0.2690 2.1562 0.525
H -0.1734 -1.8624 3.5032 0.211
H -0.3375 -0.1480 3.8874 0.215
H 2.0808 -1.3417 4.7068 0.236
H 4.4734 -0.8291 4.2091 0.240
H 5.0324 0.2135 1.9944 0.243
H 3.2053 0.5943 0.3741 0.231
C 0.8347 -3.1462 0.1624 -0.418
N 0.7136 -2.2525 -0.9971 -0.430
C -0.1301 -2.8805 -2.0278 -0.419
C 2.0262 -1.9327 -1.5894 -0.265
C 2.1787 -0.5056 -2.0452 -0.013
C 3.0597 -0.1877 -3.0755 -0.225
C 3.3482 1.1320 -3.3799 -0.191
C 2.7715 2.1529 -2.6367 -0.213
C 1.8792 1.8399 -1.6224 -0.240
C 1.5466 0.5162 -1.3537 -0.129
H 1.2919 -4.1040 -0.1140 0.199
H -0.1569 -3.3423 0.5685 0.212
H 1.4417 -2.6803 0.9348 0.200
H 0.3494 -3.7854 -2.4183 0.193
H -0.2969 -2.1801 -2.8460 0.214
H -1.0868 -3.1571 -1.6090 0.220
H 2.2178 -2.6072 -2.4274 0.209
H 2.8027 -2.1116 -0.8427 0.214
H 3.5392 -0.9831 -3.6369 0.222
H 4.0477 1.3680 -4.1725 0.229
H 3.0120 3.1886 -2.8417 0.229
H 1.4685 2.6456 -1.0267 0.221
N -6.1392 -4.0756 -1.9896 -0.272
C -5.2986 -3.3372 -1.7209 0.261
C -4.2152 -2.4543 -1.3681 -0.175
C -3.7548 -1.4832 -2.2517 -0.140
C -2.6500 -0.7142 -1.9241 -0.281
C -1.9710 -0.8928 -0.7280 -0.022
C -2.4651 -1.8382 0.1663 -0.333
C -3.5767 -2.6092 -0.1428 -0.151
H -4.2458 -1.3437 -3.2058 0.234
H -2.3215 0.0128 -2.6425 0.238
H -1.9837 -2.0201 1.1135 0.231
H -3.9389 -3.3461 0.5622 0.233
```

The calculation puts the lowest unoccupied orbital energy (alpha / beta) at -3.8 / -3.7 eV. Its expectation value of S² is 0.76. As for the spin multiplicity: 2. Its total energy is -51102.6109 eV. Its net charge is +1. For the molar mass, the calculation gives 790.7 g/mol. The calculation puts the HOMO energy (alpha / beta) at -10.437 / -10.542 eV. For the energy above the lowest of the compared OMol25 structures with the same formula, charge and spin, the calculation gives 388.9 kJ/mol.

4.
Entry from the Open Molecules 2025 dataset: a molecular structure, C16H27MnO12P2Sb2 (ωB97M-V/def2-TZVPD).

XYZ file:
```
60
Properties=species:S:1:pos:R:3:nbo_charge:R:1
Mn -1.0165 -0.1449 1.3416 1.531
O -1.8961 -2.3605 4.4135 -0.677
C -0.8038 -1.9809 3.7886 0.815
O -0.5907 -2.1921 2.6077 -0.688
C 0.1383 -1.2087 4.6791 -0.175
O 1.3876 -1.0656 4.0770 -0.519
C 1.8998 0.2522 4.1037 -0.180
C 1.1662 1.2877 3.2337 0.770
O 1.5322 2.4453 3.3413 -0.656
O 0.2398 0.8440 2.4671 -0.918
H -2.5722 -2.6366 3.7394 0.534
H 0.2097 -1.7300 5.6404 0.199
H -0.3538 -0.2464 4.8629 0.216
H 2.9235 0.1883 3.7361 0.210
H 1.9393 0.6431 5.1260 0.182
C 4.2826 -1.1370 -1.8042 -1.015
Sb 2.1704 -1.5418 -1.5778 1.039
C 2.3720 -2.2673 0.4319 -0.993
C 1.7706 0.4940 -0.9301 -0.743
C 1.7661 1.4901 -2.0402 -0.062
C 2.8919 2.2823 -2.2628 -0.204
C 2.9363 3.2156 -3.2865 -0.227
C 1.8349 3.3728 -4.1141 -0.232
C 0.7104 2.5888 -3.9074 -0.230
C 0.6527 1.6405 -2.8869 0.056
C -0.5878 0.8275 -2.7025 -0.779
Sb -1.8231 1.4714 -1.0494 1.023
C -2.1116 3.4786 -1.7451 -0.997
C -3.6232 0.6185 -1.8167 -0.991
H 4.4359 -0.4491 -2.6363 0.223
H 4.8242 -2.0600 -2.0130 0.217
H 4.6786 -0.6892 -0.8915 0.213
H 2.9935 -1.5840 1.0120 0.215
H 2.8327 -3.2552 0.4255 0.220
H 1.3904 -2.3408 0.8964 0.239
H 2.5271 0.7406 -0.1841 0.231
H 0.8067 0.4511 -0.4267 0.199
H 3.7453 2.1653 -1.6040 0.206
H 3.8230 3.8201 -3.4309 0.204
H 1.8496 4.0994 -4.9170 0.203
H -0.1507 2.7047 -4.5566 0.200
H -0.3848 -0.2249 -2.4982 0.261
H -1.2200 0.8826 -3.5896 0.227
H -2.4540 3.4635 -2.7801 0.218
H -1.1689 4.0211 -1.6855 0.234
H -2.8519 3.9833 -1.1258 0.227
H -3.9486 1.1883 -2.6872 0.216
H -4.4053 0.6126 -1.0590 0.245
H -3.4157 -0.4112 -2.1085 0.258
O -1.4815 -3.7814 0.3717 -1.012
P -1.9156 -2.5611 -0.5648 2.574
O -2.0903 -2.9699 -1.9587 -1.115
O -0.9698 -1.3964 -0.2552 -1.266
O -3.3724 -2.1262 0.0358 -1.119
P -3.9135 -1.5330 1.4213 2.568
O -3.7023 -2.8014 2.4541 -1.040
O -5.3416 -1.2207 1.3060 -1.122
O -2.9224 -0.5159 1.9443 -1.243
H -1.1814 -3.4493 1.2350 0.516
H -4.4617 -3.3922 2.4047 0.514
```

The calculation puts the lowest unoccupied orbital energy (alpha / beta) at 2.7 / 2.6 eV. Its expectation value of S² is 8.75. As for the spin multiplicity: 6. Its total energy is -104586.0011 eV. Its net charge is -1. For the molar mass, the calculation gives 771.8 g/mol. The calculation puts the HOMO energy (alpha / beta) at -5.655 / -5.759 eV. For the energy above the lowest of the compared OMol25 structures with the same formula, charge and spin, the calculation gives 0.0 kJ/mol.

5.
Entry from the Open Molecules 2025 dataset: a gas-phase ion, C4H8N (charge +1) at a distorted geometry (ωB97M-V/def2-TZVPD).

XYZ file:
```
13
Properties=species:S:1:pos:R:3:nbo_charge:R:1
C 1.1146 -0.5958 -1.3732 0.245
C -0.4317 -0.6822 0.2387 -0.252
C 0.0252 1.5511 0.5994 -0.427
C 0.0593 -1.2700 -1.0089 -0.221
N 0.6956 0.2344 0.5688 -0.481
H 1.3430 -0.1049 1.2753 0.438
H -0.7962 -1.1917 1.0201 0.241
H -1.3264 -0.1053 -0.0057 0.243
H -0.4634 1.8274 -0.2528 0.221
H -0.7126 1.6308 1.3057 0.219
H 0.7940 2.4038 0.9056 0.236
H 1.8784 -0.2059 -1.9096 0.237
H -0.4537 -2.0406 -1.6585 0.301
```

The calculation puts the lowest unoccupied orbital energy at -5.8 eV. As for the spin multiplicity: 1. Its total energy is -5756.3414 eV. Its net charge is +1. For the molar mass, the calculation gives 70.1 g/mol. The calculation puts the HOMO energy at -15.686 eV. For the energy above the lowest of the compared OMol25 structures with the same formula, charge and spin, the calculation gives 339.9 kJ/mol.

6.
Entry from the Open Molecules 2025 dataset: a molecular structure, C14H22ClNZr at a distorted geometry (ωB97M-V/def2-TZVPD).

XYZ file:
```
39
Properties=species:S:1:pos:R:3:nbo_charge:R:1
C 0.2523 0.7488 -6.2513 0.665
C 1.6213 1.2965 -6.5305 -0.756
C 0.0237 -0.6038 -6.8566 -0.757
C -0.8413 1.7296 -6.5613 -0.755
Cl 0.1324 0.4658 -3.5196 -0.409
H 0.0543 -0.5097 -7.9208 0.315
H -0.9505 -1.0070 -6.6389 0.259
H 0.7939 -1.3164 -6.6157 0.258
H 1.7275 1.4716 -7.5804 0.314
H 2.4062 0.6104 -6.2716 0.257
H 1.7737 2.2512 -6.0607 0.255
H -0.8625 1.9334 -7.6115 0.313
H -0.6694 2.6758 -6.0825 0.255
H -1.8131 1.3443 -6.3186 0.257
C 1.3854 -0.9764 0.8332 -0.287
C 0.8381 -1.9700 -0.0005 -0.259
C 1.3493 -1.8026 -1.3568 -0.352
H 0.2870 -2.8405 0.3489 0.273
C 2.2307 -0.6147 -1.3102 -0.386
C 2.2363 -0.1334 0.0479 -0.260
H 2.8752 0.6110 0.4598 0.251
H 1.3802 -0.9586 1.9228 0.272
H 1.2115 -2.4389 -2.1930 0.279
H 2.8352 -0.1877 -2.1035 0.278
C -1.8538 1.1786 0.2765 -0.249
C -1.5855 -0.0185 0.9800 -0.291
C -1.8058 -1.0921 0.1185 -0.266
H -1.4535 -0.0729 2.0655 0.274
C -2.2473 -0.5990 -1.1645 -0.366
C -2.2609 0.8632 -1.0480 -0.398
H -2.5825 1.6271 -1.7727 0.284
H -1.8838 2.1530 0.7373 0.252
H -1.8323 -2.1476 0.4305 0.276
H -2.5942 -1.1798 -1.9936 0.284
Zr -0.0118 0.1305 -1.0905 1.718
N 0.5989 1.8151 0.3050 -1.039
H 1.5008 2.1088 0.0283 0.400
H 0.6430 1.8780 1.3104 0.434
H 0.0509 2.6885 0.1000 0.408
```

The calculation puts the lowest unoccupied orbital energy at -8.3 eV. As for the spin multiplicity: 1. Its total energy is -30153.1003 eV. Its net charge is +2. For the molar mass, the calculation gives 331.0 g/mol. The calculation puts the HOMO energy at -15.046 eV. For the energy above the lowest of the compared OMol25 structures with the same formula, charge and spin, the calculation gives 190.1 kJ/mol.

> Among the records above, which one has the lowest molar mass?

C4H8N